Formula: C24H45NP2PdSi
Source: the Open Molecules 2025 dataset
Level of theory: ωB97M-V with the def2-TZVPD basis set

Last column: Löwdin spin population.
Cartesian coordinates (Å):
P: 1.27045 2.23888 -2.25342  0.0660
P: 0.55669 -0.95561 -1.67818  0.0916
C: 1.94709 0.78284 -2.96778  0.5799
C: 1.11616 -0.29598 -3.47403  0.1036
H: 3.64675 -1.19900 -0.83425  0.0205
H: 2.94167 0.52247 -2.63670  0.0301
H: 0.17827 -0.05455 -3.99199  0.0082
H: 1.67261 -1.08554 -3.98643  0.0033
C: 0.73307 -2.73498 -2.39701  0.0301
H: 0.12945 -3.41665 -1.78297  0.0037
H: 1.76733 -3.09991 -2.41122  0.0009
H: 0.35111 -2.73759 -3.43076  0.0004
C: -1.26487 -1.10683 -1.68924  0.0175
H: -1.52168 -2.06685 -2.13872  0.0015
H: -1.65005 -0.30910 -2.35253  0.0010
H: -1.65664 -1.03686 -0.66196  -0.0001
C: 2.40687 2.74466 -0.89572  0.0018
H: 1.89461 3.51372 -0.28369  0.0007
H: 3.35810 3.15588 -1.32066  -0.0002
H: 2.57748 1.84666 -0.26395  0.0004
C: 1.22242 3.58064 -3.46247  0.0243
H: 0.17482 3.73396 -3.75616  0.0005
H: 1.83801 3.39030 -4.35789  0.0024
H: 1.60189 4.46662 -2.94292  0.0019
Pd: -0.34627 1.24243 -1.41791  0.0146
C: 2.51864 -2.63573 0.18539  0.5916
C: 3.66621 -2.27560 -0.61686  0.0928
C: 5.01896 -2.60159 0.07723  0.0441
C: 5.25281 -1.83544 1.36566  0.0015
C: 4.80082 -0.39293 1.43588  0.0027
C: 3.58096 0.14038 1.52735  0.0019
C: 2.21707 -0.47392 1.56199  0.0174
C: 2.13212 -2.02302 1.44159  0.1016
C: -1.41880 2.68430 -0.32853  0.0090
H: 1.87368 -3.45069 -0.17745  0.0278
H: 3.61443 -2.85462 -1.55160  0.0000
H: 5.85088 -2.44038 -0.61270  0.0042
H: 5.01090 -3.67759 0.29621  0.0018
H: 4.82866 -2.39659 2.21854  0.0009
H: 6.34776 -1.77766 1.51173  0.0010
H: 5.64953 0.30248 1.54088  0.0000
H: 3.52136 1.23160 1.59034  0.0005
H: 1.56710 -0.01423 0.78905  -0.0007
H: 1.74419 -0.20945 2.52344  0.0007
H: 2.62697 -2.47412 2.33227  0.0380
H: 1.06017 -2.29629 1.55272  0.0051
H: -2.09402 3.16648 -1.05182  0.0003
H: -0.68073 3.40536 0.02217  0.0010
H: -2.00194 2.25854 0.49938  0.0002
C: -0.98238 -0.69445 3.21248  0.0004
Si: -2.78484 -0.49725 2.69676  0.0020
C: -3.64335 -2.14451 2.90474  0.0005
C: -3.47630 0.81957 3.83760  0.0004
N: -3.03894 -0.09749 1.00795  0.0180
C: -3.97354 0.52383 0.32015  0.0045
C: -3.79640 0.82267 -1.08126  0.0095
C: -4.28561 1.99055 -1.63420  -0.0004
C: -5.38670 2.60144 -1.02429  0.0089
C: -5.87596 2.08894 0.18143  0.0026
C: -5.19545 1.08911 0.86560  0.0049
H: -0.93016 -0.65902 4.31248  0.0000
H: -0.32894 0.10211 2.83310  0.0001
H: -0.56781 -1.66390 2.90522  0.0002
H: -3.39788 -2.59072 3.87787  0.0001
H: -4.72995 -2.00498 2.82599  0.0000
H: -3.32907 -2.82751 2.10208  0.0000
H: -3.07339 1.81612 3.60940  0.0000
H: -4.57065 0.88157 3.79191  0.0000
H: -3.18530 0.56495 4.86805  0.0000
H: -3.15696 0.16299 -1.63887  -0.0002
H: -3.80007 2.46114 -2.49610  -0.0002
H: -5.86308 3.44889 -1.51150  0.0005
H: -6.79600 2.49542 0.60103  0.0000
H: -5.46432 0.83163 1.88810  0.0002

Computed properties:
spin multiplicity	3
E_HOMO (alpha / beta)	-5.447 / -5.342	eV
energy relative to the best compared isomer or geometry (same formula, charge and spin)	0.000	eV
LUMO energy (alpha / beta)	-1.56 / -1.78	eV
M	544.09	g mol⁻¹
total energy	-2096.00715	hartree